Molecular formula: C24H67N5O9
Method: DFT, ωB97M-V/def2-TZVPD

Summary:
- HOMO energy (eV) = -9.031
- 2S+1 = 1
- net charge = 0
- E_tot (eV) = -51846.24029
- Kohn-Sham gap (eV) = 9.4126
- relative energy (zero: lowest compared OMol25 entry of this formula, charge and spin) (kJ/mol) = 272.0
- LUMO energy (eV) = 0.38
- SMILES = COC[C@H](C)N.COC[C@H](C)N.COC[C@H](C)N.COC[C@H](C)N.COC[C@H](C)N.OCCO.OCCO

```
105
Properties=species:S:1:pos:R:3:forces:R:3
O 6.5402 2.7350 -6.0442 0.39 -0.37 -1.09
O -2.7911 -3.3594 -3.5524 0.34 -0.34 0.12
O 3.6243 -7.2564 1.5100 -0.47 -1.62 1.04
O 1.6136 -1.8482 0.7686 0.04 0.21 0.04
O 6.5707 4.8486 8.0635 0.44 0.71 -1.03
O -4.8776 2.5233 6.5268 -0.16 0.25 1.16
O 4.3589 3.4160 6.5916 0.19 0.64 0.31
O -6.4556 7.3053 -0.8633 1.56 0.03 1.63
O 1.1432 -0.0676 -1.4669 0.52 0.15 -0.93
N -1.6249 -6.5303 -4.9503 -0.77 -1.47 -0.98
N -8.7459 8.7144 -1.0139 0.51 0.15 -0.05
N 5.9273 0.0950 -5.8776 0.35 0.24 -0.21
N 1.8483 -9.2390 2.6215 0.06 0.58 0.58
N -1.9217 0.5649 5.6605 0.52 -0.43 -0.04
C 2.5395 -0.8538 0.3511 0.39 0.20 -0.16
C 5.0237 0.0041 -8.1814 0.95 0.19 0.51
C -0.8106 -4.3535 -5.5204 0.79 -0.11 1.28
C 1.7954 0.3208 -0.2648 -0.99 -0.95 -0.15
C -3.2288 1.1198 5.3311 1.30 0.54 1.53
C 6.2527 4.1014 -5.8135 -0.08 -0.26 -0.09
C 6.0125 3.6176 8.4511 -0.95 0.53 0.25
C 2.4117 -8.6768 4.8962 0.39 1.07 -0.06
C 2.3919 -8.1458 3.4636 -0.48 -1.37 -1.19
C -1.5629 -5.2015 -4.4757 1.19 1.26 0.52
C -2.9018 -4.6635 -4.0765 -0.77 -0.15 -1.01
C -5.1124 6.9003 -0.9514 1.09 -0.48 0.39
C -3.5983 1.9045 6.6176 -1.04 0.15 -1.28
C 6.0284 0.6186 -7.2442 0.69 0.92 1.10
C -4.1033 -0.0339 5.0285 -1.05 -0.76 0.71
C 6.0060 2.1943 -7.2872 -0.37 -0.62 1.41
C -8.6237 7.4205 -1.6833 -0.92 0.88 0.22
C 4.8196 -6.8619 0.9007 0.23 0.84 0.26
C -4.0137 -2.7437 -3.2547 -0.48 0.27 -0.36
C -9.5811 7.3912 -2.8567 0.47 -0.51 -0.40
C 3.7854 -7.7376 2.8754 -1.50 1.15 0.19
C 5.4744 2.8316 7.2672 -0.34 -0.12 -0.53
C -7.1533 7.2778 -2.0447 -1.20 -0.86 -0.95
C -5.1343 3.4721 5.5191 0.26 -0.66 -0.22
H 0.3922 -0.6311 -1.2665 0.10 -0.10 0.23
H 4.9993 1.9104 7.6046 0.80 -0.32 0.25
H -10.6251 7.5652 -2.5961 0.11 -0.41 0.35
H 0.2163 -4.7191 -5.5288 0.12 -0.40 -0.29
H -6.1264 3.8982 5.6686 -0.08 -0.38 0.07
H -9.4196 6.4399 -3.3637 -0.54 -0.10 -0.22
H 5.1195 3.8645 9.0254 -0.02 -0.42 0.57
H 5.0771 0.3782 -5.4118 -0.56 0.01 -0.22
H -3.8461 -1.8051 -2.7264 0.29 -0.28 0.29
H 3.1167 -9.5035 4.9838 0.14 0.06 0.17
H 6.5635 2.5086 -8.1696 -0.04 0.46 0.02
H 2.4537 -10.0144 2.8503 -0.01 -0.55 -0.59
H -8.5001 9.3518 -1.7579 -0.35 0.83 -0.23
H -9.3759 8.1720 -3.5890 0.42 0.15 0.00
H 4.6906 4.1767 6.1090 -0.08 0.22 -0.04
H 6.6318 4.7848 -6.5734 0.23 -0.13 -0.30
H -3.9221 -0.4386 4.0328 -0.43 0.09 -0.05
H 4.0592 0.4571 -7.9522 -0.21 -0.22 -0.64
H 2.0172 -8.9228 1.6773 0.02 -0.51 -0.42
H -4.4607 4.3289 5.5065 0.48 -0.09 0.03
H -5.1380 0.1905 5.2876 -0.29 0.22 -0.90
H 4.9645 2.5157 -7.2942 -0.22 0.16 -0.52
H -8.9153 6.7316 -0.8905 0.17 -0.68 -0.38
H -0.7046 -6.9458 -4.9755 -0.10 -0.11 0.01
H -3.3914 -5.3736 -3.4101 0.00 0.07 0.70
H 4.1103 -6.8971 3.4888 0.67 0.09 0.05
H 6.7176 4.3773 -4.8670 -0.12 -0.11 0.01
H -0.6389 -3.3551 -5.1180 -0.61 0.32 -0.42
H 4.5805 -6.5368 -0.1119 -0.05 0.26 0.17
H 5.4616 0.1863 -9.1628 -0.93 0.03 -0.41
H 6.2361 2.6718 6.5041 0.34 -0.41 0.24
H -3.5216 -4.7171 -4.9715 -0.38 0.52 -0.36
H -7.8575 8.6719 -0.5352 -0.04 0.81 1.25
H -2.7946 2.6225 6.7810 0.03 0.38 0.15
H 5.0341 -1.0676 -7.9827 -0.28 0.03 -0.15
H 5.6449 -7.5666 0.7989 -0.29 -0.80 0.28
H 4.4699 -8.5841 2.9293 0.15 -0.03 -0.05
H -5.0828 2.9015 4.5917 -0.19 0.65 -0.55
H -1.1845 -4.4175 -6.5422 -0.35 0.21 0.26
H 0.9487 0.6335 0.3463 0.56 0.35 0.89
H 6.4489 5.5039 8.7544 -0.04 -0.13 -0.01
H 5.1743 4.2532 -5.7667 -0.21 0.06 0.16
H -2.2546 -7.1202 -4.4254 0.11 -0.11 0.14
H 2.4671 1.1511 -0.4827 -0.07 -0.07 -0.01
H -4.4311 7.4843 -1.5702 -0.63 0.23 -0.98
H 1.6334 -7.3700 3.3591 0.47 0.58 0.16
H 2.0765 -2.6885 0.7334 -0.17 -0.11 0.07
H 2.6806 -7.8416 5.5429 0.42 -0.20 0.31
H 3.2374 -1.2897 -0.3637 -0.13 0.11 -0.50
H -5.0261 5.8391 -1.1847 -0.15 -0.09 -0.51
H -4.5575 -2.4414 -4.1496 -0.02 -0.17 -0.45
H -3.6874 1.2696 7.4992 0.23 -0.23 -0.23
H -7.0035 6.3336 -2.5684 0.32 -0.10 -0.35
H -1.5627 0.0191 4.8902 0.23 0.00 0.01
H -4.5291 6.9816 -0.0342 -0.98 0.19 0.80
H -1.0062 -5.2161 -3.5387 0.56 0.60 0.21
H 1.4422 -9.0092 5.2674 -0.10 -0.06 -0.52
H -3.1560 1.8103 4.4909 -0.24 0.22 -0.13
H 7.0337 0.3425 -7.5621 0.10 -0.18 -0.09
H 6.6158 0.6516 -5.3916 0.30 -0.21 0.52
H -1.2259 1.2339 5.9578 -0.01 0.19 -0.23
H 6.7758 3.1142 9.0444 -0.34 -0.70 -0.02
H -6.8807 8.1449 -2.6463 0.16 -0.04 -0.58
H 3.1980 -0.5236 1.1544 -0.25 0.20 0.51
H -3.9083 -0.8249 5.7526 0.46 -0.14 -0.02
H -4.6916 -3.3932 -2.7009 0.08 -0.09 0.34
H 5.2100 -6.0610 1.5285 0.36 0.53 -0.39
```
Positions in Å, forces in eV/Å.



Molecular formula: C45H46AsBF4N5OP2SSe2Sn
Method: DFT, ωB97M-V/def2-TZVPD

Summary:
- HOMO energy (spin up / spin down) (eV) = -7.102 / -7.940
- 2S+1 = 2
- net charge = 0
- E_tot (eV) = -295238.52905
- Kohn-Sham gap (spin up / spin down) (eV) = 6.9577 / 6.1014
- relative energy (zero: lowest compared OMol25 entry of this formula, charge and spin) (kJ/mol) = 0.0
- LUMO energy (spin up / spin down) (eV) = -0.14 / -1.84

```
109
Properties=species:S:1:pos:R:3:forces:R:3
Sn 0.2159 -0.0247 -0.0108 -0.65 -0.57 0.22
Se -2.0655 -1.6572 -1.1159 0.12 0.21 0.05
Se -6.5774 2.9688 1.3622 -0.06 0.13 0.11
As -0.0517 -0.2135 2.7456 0.13 -0.11 0.27
S 2.7478 0.1589 0.5762 0.12 0.20 -0.11
P -3.1185 0.1620 -1.6138 -0.03 -0.08 -0.06
P -5.1007 3.5355 -0.0308 0.05 -0.17 0.08
F 1.6213 -4.1773 1.0746 0.03 0.04 0.06
F -0.2897 -2.8986 1.1577 0.07 0.09 0.12
F 1.3780 -2.3579 -0.3259 -0.08 -0.02 0.15
F 0.1114 -4.2445 -0.6641 -0.03 -0.02 0.04
O 0.5899 2.0701 -0.0252 0.25 0.21 -0.16
N -2.9011 2.9260 1.2649 0.06 0.07 -0.14
N -1.9039 2.1027 1.4456 0.04 -0.11 0.05
N 1.5331 2.5362 0.7977 -0.07 0.06 0.01
N -1.9283 1.1477 0.5353 0.02 0.19 -0.09
N 0.7933 -0.1313 -2.6842 0.22 0.09 0.08
C 0.8405 -1.8665 7.2651 0.00 0.00 -0.01
C 3.4006 3.6746 2.4182 0.01 0.00 0.02
C -5.6989 3.4835 -1.7372 -0.17 0.02 -0.03
C -1.9333 1.1734 -5.4201 0.01 -0.01 0.02
C 3.5696 2.3919 1.9626 -0.03 0.00 0.01
C 1.3196 -3.3661 -3.6270 -0.01 0.00 -0.01
C -3.4533 7.2176 -0.7170 0.00 0.00 0.02
C 0.9260 -1.9648 4.8512 -0.05 -0.03 -0.03
C 2.6131 1.7817 1.1334 -0.03 -0.09 -0.06
C -1.4230 1.9626 -2.8132 -0.10 0.03 -0.04
C -4.8625 -0.2104 -1.8632 -0.09 0.08 0.04
C -7.1400 -0.0213 -1.1039 -0.01 0.00 0.02
C -7.0516 3.7419 -1.9582 0.02 -0.15 -0.01
C -6.6374 -1.2869 -3.0833 0.01 0.01 0.01
C -3.4898 7.7967 0.5436 0.00 0.00 0.00
C -1.7590 -0.8478 3.3795 -0.07 -0.07 -0.11
C -7.5488 3.7604 -3.2505 0.00 -0.01 -0.05
C -4.5164 5.8127 1.4330 -0.01 0.01 -0.02
C -0.1988 -3.6931 6.1082 0.01 0.02 0.02
C 2.2498 4.3883 2.0713 -0.01 0.04 0.02
C 1.3281 3.7891 1.2628 0.02 -0.07 0.00
C 1.4352 -0.9981 -3.0825 0.04 -0.17 -0.14
C 3.4459 -2.3474 -2.7322 0.00 0.00 0.00
C -3.5999 2.5224 0.1770 -0.08 0.24 -0.03
C -5.7912 0.2542 -0.9346 0.04 0.00 -0.20
C 0.2022 -3.1556 4.8957 0.00 -0.04 -0.02
C -5.3608 3.2733 -4.1166 -0.02 0.01 0.02
C -6.7082 3.5171 -4.3309 -0.03 0.00 0.03
C -5.2909 -1.0111 -2.9230 0.02 -0.05 -0.04
C -2.3615 0.9607 -3.0593 0.02 0.17 0.07
C -1.0106 2.1803 -5.1689 0.01 0.02 0.01
C -4.0203 7.0939 1.6167 0.00 0.00 0.00
C -0.7525 2.5685 -3.8644 -0.05 0.02 0.00
C 2.6509 -1.7532 -5.0499 0.00 -0.03 -0.04
C -7.5650 -0.7803 -2.1811 0.01 -0.02 0.01
C 1.3232 -1.3843 3.5302 -0.02 0.02 -0.04
C 0.1163 -3.0486 7.2984 0.01 -0.01 -0.02
C -2.9770 1.3630 -0.2899 -0.04 -0.20 0.05
C 2.2198 -2.1250 -3.6271 -0.08 0.13 0.12
C -4.4812 5.2307 0.1704 0.03 0.00 0.09
C 1.2426 -1.3305 6.0486 -0.01 0.05 0.01
C -2.6020 0.5616 -4.3721 -0.01 -0.05 0.00
C -4.8623 3.2691 -2.8213 0.22 0.04 -0.06
C 0.1949 1.3424 3.8824 -0.09 0.13 -0.07
C -3.9485 5.9355 -0.9051 0.03 -0.02 -0.02
B 0.7015 -3.4751 0.3260 -0.03 0.02 -0.10
H 0.0089 1.0437 4.9143 0.02 -0.03 0.00
H 2.0636 5.3893 2.4296 0.02 0.00 0.01
H -4.6923 3.0914 -4.9487 0.00 -0.01 0.01
H -0.0397 -3.6603 3.9669 0.00 0.00 -0.01
H 0.3954 4.2277 0.9420 0.00 0.00 0.01
H 4.0169 -3.1851 -3.1351 0.02 0.01 0.00
H -2.4626 -0.0225 3.2848 -0.01 0.00 -0.01
H -0.7573 -4.6202 6.1250 0.00 0.00 0.00
H -0.0252 3.3422 -3.6571 0.01 -0.01 0.01
H 2.2015 -0.7435 3.6218 0.02 -0.03 -0.03
H 0.9837 -3.6110 -2.6202 0.02 -0.01 -0.04
H -4.0514 7.5462 2.5994 0.00 0.00 0.00
H 3.2349 -2.5770 -5.4628 0.00 0.01 -0.01
H 4.1508 4.1241 3.0546 0.00 0.00 0.00
H -0.5177 2.1070 3.5806 0.03 -0.02 -0.01
H 0.4429 -3.2126 -4.2576 0.00 0.01 -0.02
H 1.5396 -2.1608 2.8030 0.02 -0.09 -0.08
H 4.0855 -1.4640 -2.7175 0.01 0.00 0.00
H 1.8180 -0.4114 6.0282 0.01 0.00 0.01
H -0.4906 2.6559 -5.9903 0.00 0.00 0.00
H -0.1932 -3.4712 8.2453 -0.01 0.00 0.00
H -5.4843 0.8442 -0.0826 -0.04 -0.11 0.02
H 1.8904 -4.2070 -4.0245 -0.01 -0.01 0.00
H -2.0910 -1.6868 2.7710 0.04 0.00 0.00
H 1.2131 1.7196 3.7930 0.03 0.00 -0.03
H -6.9624 -1.9050 -3.9097 0.00 0.00 0.00
H -8.6182 -0.9923 -2.3124 0.00 0.00 0.00
H 1.7877 -1.5854 -5.6946 -0.01 0.00 0.01
H -2.1325 0.8592 -6.4363 0.00 0.00 0.00
H -3.9234 5.4936 -1.8936 -0.01 0.03 0.02
H -4.9378 5.2544 2.2591 0.00 0.01 0.00
H -3.8033 3.1252 -2.6657 0.09 -0.10 0.02
H -7.7094 3.8959 -1.1122 0.01 0.00 0.01
H -4.5826 -1.4516 -3.6104 0.05 0.00 0.02
H 4.4365 1.8065 2.2318 0.01 0.00 -0.01
H -3.1116 8.8008 0.6881 0.01 0.00 0.00
H 3.2685 -0.8548 -5.0541 0.01 0.00 0.00
H -3.3060 -0.2257 -4.5959 -0.03 0.00 0.03
H -7.1055 3.5227 -5.3378 0.00 0.00 0.00
H -1.2114 2.2777 -1.7983 0.02 0.03 -0.03
H -7.8498 0.3732 -0.3887 0.02 0.01 0.02
H -1.6639 -1.1511 4.4210 -0.02 0.01 0.00
H 3.1454 -2.5856 -1.7137 0.01 0.00 -0.04
H -8.6004 3.9555 -3.4153 0.00 0.00 -0.01
H -3.0467 7.7667 -1.5565 0.00 0.00 -0.01
H 1.0987 -1.3614 8.1871 0.00 0.00 0.00
```
Positions in Å, forces in eV/Å.



Molecular formula: C2H7N5
Method: DFT, ωB97M-V/def2-TZVPD

Summary:
- HOMO energy (spin up / spin down) (eV) = -7.407 / -7.407
- 2S+1 = 1
- net charge = 0
- E_tot (eV) = -9632.82176
- Kohn-Sham gap (spin up / spin down) (eV) = 7.5020 / 7.5012
- relative energy (zero: lowest compared OMol25 entry of this formula, charge and spin) (kJ/mol) = 503.4
- LUMO energy (spin up / spin down) (eV) = 0.10 / 0.09

```
14
Properties=species:S:1:pos:R:3:forces:R:3
N -1.0224 0.1151 0.1337 1.72 -2.09 -1.52
N 2.3350 -0.2854 0.0241 -0.40 2.04 0.54
N 2.1855 1.0791 -0.1537 -1.21 2.46 1.26
N -2.3404 -0.2878 0.0179 -2.25 1.93 -2.28
N -0.7112 1.3377 0.2129 3.09 -0.52 0.29
C 1.2778 -1.0071 0.0566 -0.14 1.51 -0.05
C -0.1628 -0.9195 0.0040 0.18 2.12 0.34
H -2.7103 -0.1191 -1.0124 1.14 -0.72 2.85
H 1.1504 1.4893 -0.0328 2.51 -1.41 -0.26
H 2.8452 1.7102 0.4288 -1.09 -2.10 -1.37
H -1.4537 1.9367 0.2132 -2.85 1.39 0.25
H 1.5285 -1.9944 0.0934 0.69 -2.81 0.09
H -0.5849 -1.8298 -0.3172 -0.76 -0.71 0.03
H -2.3366 -1.2250 0.3315 -0.62 -1.09 -0.16
```
Positions in Å, forces in eV/Å.



Molecular formula: C32H39F5Ge2N2O2SSe2Sn
Method: DFT, ωB97M-V/def2-TZVPD

Summary:
- HOMO energy (spin up / spin down) (eV) = -9.232 / -10.345
- 2S+1 = 2
- net charge = +1
- E_tot (eV) = -314862.90133
- Kohn-Sham gap (spin up / spin down) (eV) = 6.4015 / 7.3510
- relative energy (zero: lowest compared OMol25 entry of this formula, charge and spin) (kJ/mol) = 9.3
- LUMO energy (spin up / spin down) (eV) = -2.83 / -2.99

```
86
Properties=species:S:1:pos:R:3:forces:R:3
Sn -1.4169 2.0176 0.0705 -0.40 0.26 -0.66
Se -3.1091 -0.0895 0.4007 0.08 -1.61 -0.74
Se -3.7761 2.2834 1.3977 -0.72 1.36 -0.15
Ge 1.0618 -2.0411 -1.6868 1.25 -0.16 0.21
Ge 1.4860 -4.1164 -0.3667 0.94 0.37 -0.61
S 1.4351 -0.4162 -0.0210 -0.40 0.12 0.13
F 4.2692 -1.5229 -1.1254 0.08 0.21 0.64
F 2.1585 0.9216 2.3860 0.16 0.10 -0.36
F 4.5908 1.5302 3.4562 -0.21 -0.41 -0.65
F 6.8055 0.3103 2.4596 -0.78 -0.24 -0.76
F 6.6531 -1.2899 0.2213 -1.39 0.71 0.35
O -3.1202 2.1857 -2.3190 -0.11 -0.37 -0.26
O -7.4336 0.6445 -0.5941 -1.62 -0.30 -1.22
N 0.4154 3.4645 4.2863 0.33 -0.11 -1.29
N -0.5274 2.6127 2.1483 0.35 0.17 1.11
C -0.0461 -4.3623 0.8116 0.30 0.06 0.28
C 3.1270 -0.3096 0.5566 -0.45 0.86 0.96
C 1.8946 0.1899 -3.3674 -0.11 -0.10 0.21
C 2.8799 -1.9140 -4.0536 -0.13 1.20 0.06
C -4.5713 0.0527 -0.9830 -0.17 0.30 1.48
C 1.8602 -5.5531 -1.7046 -0.80 0.39 0.04
C 3.4526 -1.2261 -5.1211 -0.06 0.25 -0.12
C -1.3589 -3.4007 -2.4563 -0.20 -1.21 -0.10
C -0.0697 3.0284 3.1404 -0.37 -0.19 0.35
C -2.4038 -1.3763 -4.0054 -0.62 0.19 0.43
C -6.6932 1.2130 -1.6607 0.68 0.62 0.12
C 4.2982 -0.8282 0.0306 0.05 -0.14 -0.27
C 1.6950 4.2246 4.2436 -0.22 -0.15 -0.19
C 0.5492 3.0084 6.7360 -0.41 1.23 -0.40
C 1.8039 3.9187 6.7342 -0.01 -0.23 0.50
C 5.5237 -0.6681 0.6856 1.18 -0.28 -0.28
C -0.3559 3.4014 5.5318 -0.60 -0.74 0.43
C -1.2935 -1.1571 -3.2087 -0.08 0.43 0.07
C 3.2579 0.4803 1.7447 0.67 -0.24 0.08
C 4.4889 0.7802 2.3439 0.06 -1.16 -0.93
C 2.0880 -1.1750 -3.1403 0.00 -0.62 -0.45
C 3.2277 0.1461 -5.3498 0.67 -1.37 -0.12
C 2.5757 3.7939 5.4037 0.53 0.12 0.40
C 2.4748 0.8423 -4.4595 -0.82 1.04 0.93
C -5.2210 1.4248 -1.2098 0.84 0.51 -0.43
C -5.2377 2.3509 0.0076 0.39 0.95 0.30
C 5.6340 0.1410 1.8063 -0.18 0.63 0.96
C -0.7267 -2.1802 -2.4558 0.12 0.66 0.38
C -3.1119 -2.5814 -3.9078 0.62 0.27 0.43
C 3.0759 -3.7984 0.7913 -0.92 0.65 -0.66
C -2.5696 -3.5885 -3.1189 -0.01 0.18 -0.21
C -4.5422 2.1440 -2.4301 -1.02 0.52 0.56
H 2.4351 3.6769 7.6029 -0.03 -0.16 -0.41
H 1.5466 -6.5229 -1.3017 0.22 0.11 -0.19
H 3.9051 -3.5611 0.1230 0.11 -0.15 0.32
H -3.0479 -4.5459 -3.0115 -0.26 -0.16 -0.12
H -6.1304 2.1761 0.6021 0.03 -0.03 0.08
H -1.1100 2.6194 5.3587 0.10 0.28 0.22
H -4.0821 -2.6832 -4.3648 -0.01 -0.18 -0.32
H 3.4685 4.4450 5.4259 -0.40 -0.16 -0.03
H -6.6295 0.5626 -2.5399 -0.40 -0.06 0.03
H 3.6784 0.6253 -6.2039 0.09 0.06 -0.07
H -4.1787 -0.3680 -1.8723 0.49 -0.27 -0.97
H -4.9023 1.5923 -3.3193 0.56 0.32 0.08
H -0.8995 -0.1483 -3.1066 0.17 -0.16 -0.43
H 1.5170 4.9763 6.9306 -0.01 -0.53 -0.42
H 2.3333 1.9286 -4.5552 0.00 -0.55 -0.10
H -0.9068 4.3462 5.7028 0.48 -0.25 -0.04
H 2.1802 3.9547 3.3015 -0.09 0.28 0.04
H 3.2433 -4.7146 1.3430 0.23 0.01 0.29
H -5.2322 3.4188 -0.3217 -0.13 -0.87 0.25
H -7.0837 2.2149 -1.9653 0.01 -0.67 0.14
H -5.2988 -0.6541 -0.5749 0.05 0.19 0.03
H -8.3445 0.4267 -0.9609 1.68 0.37 0.87
H -2.7454 2.2142 -3.2128 -0.06 0.04 0.39
H 0.2507 -4.0717 1.8330 -0.18 -0.19 -0.41
H -0.8989 -3.7830 0.5077 -0.36 0.39 -0.09
H -0.9313 -4.3048 -2.0008 -0.07 0.60 0.14
H 4.1137 -1.7419 -5.7980 0.01 -0.22 -0.16
H 2.9210 -5.5436 -1.9378 0.11 -0.13 0.08
H 0.8075 1.9542 6.6696 0.17 -0.05 -0.08
H -0.3486 -5.3977 0.7827 -0.05 -0.41 0.20
H 1.2658 0.7734 -2.6827 0.37 -0.21 -0.17
H 1.4417 5.3040 4.2508 0.32 -0.47 0.09
H -0.0451 3.1505 7.6600 0.33 -0.06 -0.46
H 2.8455 -2.9253 1.4425 0.28 -0.77 -0.26
H -2.7843 -0.5522 -4.6043 -0.05 -0.17 0.02
H 3.0784 -2.9765 -3.9457 -0.10 0.13 0.14
H 1.3099 -5.3574 -2.6486 0.24 -0.17 0.58
H -4.9204 3.2091 -2.4720 0.21 -1.09 -0.10
H 2.9811 2.7672 5.2154 -0.60 0.66 0.28
```
Positions in Å, forces in eV/Å.



> Number 3 is which compound?

C2H7N5